# C50H50N3O2ReS2Sb2

C50H50N3O2ReS2Sb2 as an isolated structure at a distorted geometry (the ωB97M-V functional and the def2-TZVPD basis, the Open Molecules 2025 dataset).

Last column: Mulliken spin population.
Atoms and positions in Å:
Re1 -0.787 1.421 -0.652  0.89
C1 -0.643 -2.434 0.345  0.00
C2 -0.471 -2.324 1.866  0.00
C3 0.518 -1.228 2.260  -0.02
Sb1 -0.378 0.752 2.113  -0.05
C4 0.988 2.351 2.525  0.00
C5 0.442 3.415 3.241  0.01
C6 1.208 4.547 3.477  0.00
C7 2.507 4.617 2.992  0.00
C8 3.054 3.546 2.299  0.00
C9 2.294 2.409 2.053  0.00
C10 -1.214 0.658 4.125  -0.01
C11 -0.197 0.808 5.062  0.00
C12 -0.494 0.666 6.409  0.00
C13 -1.788 0.370 6.814  0.00
C14 -2.790 0.218 5.869  0.00
C15 -2.507 0.361 4.515  0.00
Sb2 -2.696 -2.542 -0.433  0.00
C16 -3.218 -0.477 0.088  -0.02
C17 -3.608 -0.079 1.361  0.00
C18 -3.947 1.252 1.619  -0.01
C19 -3.869 2.209 0.620  0.01
C20 -3.501 1.829 -0.672  -0.01
C21 -3.190 0.486 -0.939  0.06
C22 -3.660 -3.506 1.230  0.00
C23 -4.973 -3.157 1.531  0.00
C24 -5.626 -3.792 2.580  0.00
C25 -4.981 -4.794 3.292  0.00
C26 -3.675 -5.146 2.981  0.00
C27 -3.014 -4.514 1.936  0.00
H1 -0.122 -3.307 -0.047  0.00
H2 -0.233 -1.556 -0.155  0.02
H3 -0.078 -3.266 2.251  0.00
H4 -1.424 -2.159 2.378  0.00
H5 1.441 -1.292 1.683  0.00
H6 0.766 -1.297 3.320  0.00
H7 -0.563 3.350 3.643  0.00
H8 0.798 5.368 4.052  0.00
H9 3.103 5.503 3.169  0.00
H10 4.084 3.584 1.969  0.00
H11 2.743 1.566 1.538  0.00
H12 0.821 1.031 4.764  0.00
H13 0.295 0.790 7.139  0.00
H14 -2.019 0.254 7.864  0.00
H15 -3.800 -0.018 6.174  0.00
H16 -3.309 0.233 3.807  0.00
H17 -3.716 -0.828 2.138  0.00
H18 -4.307 1.544 2.598  0.00
H19 -4.134 3.238 0.824  0.00
H20 -3.596 2.538 -1.487  -0.01
H21 -3.124 0.154 -1.968  -0.01
H22 -5.493 -2.406 0.946  0.00
H23 -6.641 -3.510 2.828  0.00
H24 -5.512 -5.328 4.069  0.00
H25 -3.170 -5.919 3.545  0.00
H26 -2.007 -4.818 1.675  0.00
C28 4.950 -3.085 1.248  0.00
C29 5.589 -2.426 0.028  0.00
N1 4.667 -1.582 -0.743  0.00
C30 4.154 -2.087 -2.006  0.00
C31 3.204 -3.267 -1.806  0.00
C32 4.321 -0.401 -0.216  0.00
O1 4.672 0.007 0.879  0.00
C33 3.424 0.567 -0.971  -0.01
C34 3.958 1.690 -1.601  0.01
C35 3.121 2.755 -1.900  0.00
C36 1.785 2.686 -1.565  0.02
N2 1.257 1.590 -0.991  -0.07
C37 2.069 0.555 -0.709  0.09
H27 5.710 -3.658 1.777  0.00
H28 4.144 -3.764 0.967  0.00
H29 4.562 -2.329 1.928  0.00
H30 5.982 -3.186 -0.646  0.00
H31 6.412 -1.793 0.362  0.00
H32 4.995 -2.396 -2.630  0.00
H33 3.640 -1.278 -2.522  0.00
H34 3.724 -4.111 -1.356  0.00
H35 2.804 -3.601 -2.764  0.00
H36 2.371 -2.981 -1.159  0.00
H37 5.019 1.750 -1.807  0.00
H38 3.512 3.659 -2.346  0.00
H39 1.125 3.529 -1.725  0.00
H40 1.624 -0.284 -0.188  -0.03
S1 -1.097 5.854 0.674  0.09
C38 -0.997 4.345 0.326  0.10
N3 -0.940 3.162 0.057  -0.10
O2 -0.614 -0.195 -2.018  0.02
S2 -0.805 -0.557 -3.516  0.00
C39 -1.864 0.714 -4.202  0.00
C40 -2.684 0.314 -5.247  0.00
C41 -3.507 1.252 -5.854  0.00
C42 -3.521 2.563 -5.400  0.00
C43 -2.709 2.949 -4.340  0.01
C44 -1.870 2.022 -3.743  0.05
C45 0.712 -0.204 -4.403  0.00
C46 1.338 -1.324 -4.941  0.00
C47 2.476 -1.161 -5.716  0.00
C48 2.973 0.112 -5.953  0.00
C49 2.335 1.226 -5.415  0.00
C50 1.196 1.076 -4.643  0.00
H41 -2.683 -0.718 -5.579  0.00
H42 -4.145 0.954 -6.675  0.00
H43 -4.168 3.292 -5.869  0.00
H44 -2.726 3.972 -3.987  0.00
H45 -1.218 2.342 -2.925  -0.02
H46 0.921 -2.309 -4.776  0.00
H47 2.964 -2.026 -6.146  0.00
H48 3.849 0.243 -6.574  0.00
H49 2.709 2.220 -5.625  0.00
H50 0.685 1.953 -4.272  0.00

Atomic forces in eV per Å
Re -1.972 -0.159 0.670
C -0.539 0.003 0.249
C 0.052 0.197 -0.132
C 0.007 0.141 -0.154
Sb 1.081 -0.051 0.037
C -0.322 -0.335 -0.182
C -0.004 -0.007 -0.014
C 0.027 0.026 -0.007
C 0.000 0.023 0.018
C 0.057 -0.012 -0.017
C -0.023 -0.160 -0.009
C -0.299 0.114 -0.639
C 0.128 -0.015 -0.116
C -0.008 -0.042 0.056
C -0.027 0.002 -0.023
C 0.013 -0.015 -0.027
C -0.167 -0.015 0.015
Sb -0.021 -0.287 -0.007
C 0.373 -0.434 0.220
C -0.157 0.105 -0.085
C -0.094 -0.006 -0.029
C 0.106 -0.041 -0.001
C -0.151 -0.004 0.037
C 0.110 0.192 0.101
C 0.338 0.426 -0.536
C 0.056 -0.057 0.156
C -0.065 0.017 -0.091
C -0.025 -0.021 0.006
C 0.042 -0.077 -0.060
C -0.071 0.070 0.136
H 0.029 0.032 -0.078
H 0.080 -0.071 -0.082
H -0.076 0.008 0.095
H 0.010 -0.083 0.040
H 0.020 0.057 0.050
H 0.039 0.179 0.008
H 0.005 0.061 0.006
H -0.017 0.002 -0.016
H 0.008 -0.018 0.045
H -0.006 -0.017 -0.025
H 0.083 0.071 0.098
H -0.004 0.030 0.061
H -0.001 -0.015 0.003
H 0.033 0.024 0.009
H 0.004 0.003 0.018
H 0.123 -0.018 0.102
H 0.038 0.005 -0.033
H 0.024 0.026 -0.032
H -0.038 -0.012 0.016
H 0.116 -0.003 -0.009
H 0.081 0.103 0.005
H -0.037 0.021 0.069
H -0.026 -0.081 -0.023
H 0.046 0.082 0.087
H -0.050 -0.056 -0.033
H 0.014 0.009 0.058
C -0.023 0.057 -0.118
C 0.006 -0.073 0.367
N -0.062 0.227 0.022
C -0.174 -0.291 -0.082
C 0.081 0.159 -0.059
C 0.004 -0.260 -0.244
O 0.015 0.129 0.127
C 0.048 0.154 0.101
C -0.099 -0.055 0.041
C 0.088 0.012 0.044
C 0.025 0.007 -0.012
N 0.255 -0.220 0.069
C 0.060 -0.063 0.115
H -0.029 -0.024 0.019
H 0.012 -0.013 -0.006
H 0.012 0.004 0.025
H 0.031 0.086 -0.084
H 0.036 -0.031 -0.087
H 0.011 0.088 0.015
H 0.004 0.080 -0.085
H -0.048 -0.023 0.035
H 0.011 0.001 -0.029
H -0.012 -0.035 0.007
H 0.005 -0.007 0.011
H -0.028 -0.002 -0.025
H -0.039 -0.057 -0.061
H -0.049 -0.005 -0.133
S 0.058 -0.844 -0.197
C -0.116 1.293 0.391
N 0.540 -1.592 -1.108
O 0.436 1.540 1.121
S 0.138 0.430 -0.903
C -0.004 -0.311 0.132
C 0.057 -0.125 0.055
C -0.036 0.078 -0.029
C 0.006 -0.027 -0.023
C 0.037 0.024 0.065
C 0.036 0.019 0.124
C -0.229 -0.249 0.293
C -0.106 -0.161 0.118
C 0.081 0.004 -0.026
C -0.008 -0.059 0.024
C -0.069 0.064 0.062
C 0.063 0.168 0.013
H -0.020 0.019 -0.030
H -0.005 -0.010 0.011
H -0.008 -0.014 -0.010
H 0.012 0.001 -0.018
H 0.065 0.038 -0.054
H 0.039 -0.038 0.014
H -0.029 0.005 -0.012
H -0.002 -0.003 0.005
H 0.011 -0.014 -0.003
H -0.027 0.006 0.001

Summary:
Gap between HOMO and LUMO (alpha / beta)   4.3 / 4.8 eV
Spin multiplicity   2
Energy above the lowest of the compared OMol25 structures with the same formula, charge and spin   0.0 kcal/mol
Max |F|   2.089 eV/Å
HOMO level (alpha / beta)   -14.93 / -14.93 eV
Charge   +3